No. 1
Here is C5H4Cl3F3 in the gas phase at a distorted geometry from the Open Molecules 2025 dataset. Energies are from ωB97M-V with the def2-TZVPD basis set.

Last column: natural (NBO) charge in e.
CARTESIAN COORDINATES (ANGSTROEM)
C1 -2.0125 -0.6288 -0.0978  -0.62
C2 -0.6914 -0.0679 0.5053  -0.10
Cl1 -0.7029 0.8339 1.9750  0.05
C3 0.5106 -1.0500 0.2643  -0.08
Cl2 0.4097 -2.5918 -0.6518  0.04
Cl3 1.7657 -1.2321 1.5474  0.01
C4 0.4425 0.3078 -0.5065  0.24
F1 0.2174 0.3095 -1.8608  -0.30
C5 1.4855 1.3144 -0.0895  0.53
F2 1.1313 2.5236 -0.4693  -0.32
F3 2.6658 1.0063 -0.7325  -0.34
H1 -1.7709 -1.5095 -0.6561  0.24
H2 -2.3157 0.1651 -0.8272  0.23
H3 -2.7411 -0.7342 0.6562  0.24
H4 1.6057 1.3538 0.9431  0.16

Computed properties:
**Strongest force on any atom**: 0.0674 hartree/bohr
**E_HOMO**: -0.3890 Eh
**Structure (SMILES)**: C[C@@]1(Cl)C(Cl)(Cl)[C@]1(F)C(F)F
**Spin multiplicity**: 1

***

No. 2
Here is a molecular structure, C5H4CuLiO7 at a distorted geometry from the Open Molecules 2025 dataset. Energies are from ωB97M-V with the def2-TZVPD basis set.

Last column: natural (NBO) charge in e.
CARTESIAN COORDINATES (ANGSTROEM)
O1 1.3123 -0.1027 -2.3138  -0.84
C1 1.7157 0.4444 -1.2591  0.61
O2 1.9947 1.6487 -1.0665  -0.78
O3 0.1120 1.5883 1.4632  -0.64
O4 -1.6887 1.3201 0.1704  -0.48
C2 -2.6445 0.2552 0.2051  -0.10
C3 -1.8437 -0.9242 0.7649  -0.10
O5 -0.4960 -0.4398 0.7444  -0.49
C4 -0.4984 0.9089 0.6362  1.01
H1 -3.4782 0.5577 0.8484  0.21
H2 -3.0027 0.0763 -0.8155  0.20
H3 -1.9057 -1.8211 0.1396  0.19
H4 -2.1206 -1.1963 1.7890  0.20
Li1 1.2605 -1.9716 -2.0037  0.96
Cu1 2.3647 1.9910 1.0898  0.93
O6 2.7534 -1.7443 -0.6888  -0.82
O7 3.2965 -0.0316 0.6611  -0.77
C5 2.8686 -0.5590 -0.3648  0.72

Computed properties:
**Strongest force on any atom**: 0.1074 hartree/bohr
**E_HOMO**: -0.2816 Eh
**Energy above the lowest of the compared OMol25 structures with the same formula, charge and spin**: 41.9 kcal/mol
**Spin multiplicity**: 1

***

No. 3
Here is 2 unconnected molecules or ions with the total composition C5H4F2N2OS at a distorted geometry from the Open Molecules 2025 dataset. Energies are from ωB97M-V with the def2-TZVPD basis set.

Last column: natural (NBO) charge in e.
CARTESIAN COORDINATES (ANGSTROEM)
F1 -0.6489 -2.0114 2.0242  -0.34
C1 -0.0608 -2.1313 0.7671  0.57
F2 -0.3828 -3.2971 0.1678  -0.33
C2 0.4433 -1.0819 0.0767  -0.09
N1 0.4194 0.2105 0.4704  -0.56
C3 1.0622 1.1258 -0.2880  -0.02
C4 1.5038 0.6112 -1.4570  -0.45
S1 1.0106 -1.0910 -1.6095  0.33
H1 0.0026 0.5070 1.3695  0.43
H2 1.2383 2.1326 -0.1373  0.23
H3 2.1351 1.1509 -2.1788  0.25
N2 -3.1162 -2.1698 0.1931  -0.78
C5 -2.6541 -1.0554 0.2459  0.87
O1 -2.2925 0.0606 0.3545  -0.55
H4 -2.7741 -3.1316 0.1667  0.45

Computed properties:
**Strongest force on any atom**: 0.0782 hartree/bohr
**E_HOMO**: -0.2693 Eh
**Energy above the lowest of the compared OMol25 structures with the same formula, charge and spin**: 5.6 kcal/mol
**Structure (SMILES)**: FC(F)=C1NC=CS1.N=C=O
**Spin multiplicity**: 1

***

No. 4
Here is a molecular structure, C5H4F2N3O2 at a distorted geometry from the Open Molecules 2025 dataset. Energies are from ωB97M-V with the def2-TZVPD basis set.

Last column: Löwdin spin population.
CARTESIAN COORDINATES (ANGSTROEM)
C1 -0.5742 -0.9860 0.2820  0.21
C2 -1.2556 0.2111 0.0138  0.02
C3 2.3437 1.6218 0.1949  0.03
C4 -2.7482 0.4690 -0.1926  0.00
C5 1.7794 -1.5411 0.2925  0.64
N1 -0.4202 1.1313 -0.3812  0.20
N2 0.8358 0.5691 -0.3482  0.29
N3 0.7038 -0.6801 0.0166  0.28
O1 2.5657 2.3312 -0.6844  0.01
O2 2.5965 1.2736 1.3150  0.03
F1 1.4601 -2.8974 -0.0720  0.14
F2 2.9140 -1.3034 -0.4304  0.12
H1 -0.9824 -1.9157 0.7318  0.03
H2 -3.2259 -0.3951 -0.3340  0.00
H3 -3.0565 1.1558 0.6685  0.00
H4 -2.9361 0.9557 -1.0721  0.00

Computed properties:
**Strongest force on any atom**: 0.1093 hartree/bohr
**Charge**: -1
**E_HOMO (spin up / spin down)**: -0.0311 / -0.1777 Eh
**Energy above the lowest of the compared OMol25 structures with the same formula, charge and spin**: 0.0 kcal/mol
**Spin multiplicity**: 3

***

No. 5
Here is 2 unconnected molecules or ions with the total composition C5H4F6O at a distorted geometry from the Open Molecules 2025 dataset. Energies are from ωB97M-V with the def2-TZVPD basis set.

Last column: natural (NBO) charge in e.
CARTESIAN COORDINATES (ANGSTROEM)
C1 2.5966 0.1912 0.5697  -0.50
C2 1.6393 -0.0139 1.4166  -0.05
C3 -0.5491 -0.1415 -0.3518  0.13
C4 -1.2866 1.1782 -0.2873  0.91
C5 -1.2375 -1.4558 -0.0365  0.92
O1 0.2273 -0.1554 -1.4887  -0.64
F1 -0.4141 2.2018 -0.3618  -0.32
F2 -2.1337 1.2732 -1.3381  -0.32
F3 -1.9586 1.3917 0.8485  -0.30
F4 -2.4150 -1.2599 0.5974  -0.32
F5 -1.4319 -2.1572 -1.1563  -0.30
F6 -0.5499 -2.1855 0.8815  -0.32
H1 3.7329 0.3320 0.8291  0.22
H2 2.3905 0.3277 -0.4924  0.23
H3 1.2160 -0.2197 2.2695  0.18
H4 0.1739 0.6932 -1.8994  0.49

Computed properties:
**Strongest force on any atom**: 0.1088 hartree/bohr
**E_HOMO (spin up / spin down)**: -0.3203 / -0.3456 Eh
**Energy above the lowest of the compared OMol25 structures with the same formula, charge and spin**: 45.2 kcal/mol
**Spin multiplicity**: 1

***

No. 6
Here is C5H4FNO in the gas phase at a distorted geometry from the Open Molecules 2025 dataset. Energies are from ωB97M-V with the def2-TZVPD basis set.

Last column: Löwdin spin population.
CARTESIAN COORDINATES (ANGSTROEM)
C1 0.4688 1.3900 -0.5601  0.40
C2 1.0617 0.0811 -0.4028  0.22
C3 -0.9682 -0.1581 0.4375  0.09
C4 -2.1242 -1.1186 -0.0261  0.04
C5 -0.7532 1.2750 -0.0282  0.53
N1 0.2975 -0.7850 0.1498  0.49
O1 -3.1949 -0.8075 -0.4249  0.00
F1 -1.7133 2.1853 0.0639  0.15
H1 0.9165 2.2545 -1.0076  0.02
H2 2.0625 -0.1719 -0.7057  0.01
H3 -1.1141 -0.1504 1.5284  0.04
H4 -1.7740 -2.1552 0.1150  0.00

Computed properties:
**Strongest force on any atom**: 0.1306 hartree/bohr
**E_HOMO (spin up / spin down)**: -0.2268 / -0.3681 Eh
**Spin multiplicity**: 3

***

No. 7
Here is 2 unconnected molecules or ions with the total composition C5H4N at a distorted geometry from the Open Molecules 2025 dataset. Energies are from ωB97M-V with the def2-TZVPD basis set.

Last column: natural (NBO) charge in e.
CARTESIAN COORDINATES (ANGSTROEM)
C1 0.6952 0.6744 -0.7998  -0.31
C2 0.4676 0.2861 -2.0440  0.63
C3 -1.2603 -0.4489 2.4111  -0.14
C4 0.8673 0.8583 0.4009  0.23
C5 -0.4218 -1.0112 1.7618  -0.30
N1 0.2749 -0.0348 -3.1376  -0.41
H1 -2.2300 -0.2077 2.6968  0.25
H2 0.3732 -1.7222 1.6111  0.26
H3 1.2545 1.4440 1.2055  0.28
H4 -0.0206 0.1618 -4.1059  0.51

Computed properties:
**Strongest force on any atom**: 0.0526 hartree/bohr
**Charge**: +1
**E_HOMO**: -0.5255 Eh
**Energy above the lowest of the compared OMol25 structures with the same formula, charge and spin**: 49.7 kcal/mol
**Spin multiplicity**: 1

***

No. 8
Here is a gas-phase ion, C5H4N (charge +1) at a distorted geometry from the Open Molecules 2025 dataset. Energies are from ωB97M-V with the def2-TZVPD basis set.

Last column: natural (NBO) charge in e.
CARTESIAN COORDINATES (ANGSTROEM)
C1 -2.2154 0.1596 -0.2945  -0.50
C2 -1.0644 -0.3890 -0.1691  0.33
C3 -0.2410 -1.3558 0.3313  0.29
C4 -3.1418 0.7523 0.2340  0.32
C5 1.4925 0.6414 -0.1796  -0.44
N1 0.3770 -0.2583 -0.0717  -0.11
H1 -0.2277 -2.2052 0.9009  0.28
H2 2.0296 0.7148 0.7428  0.28
H3 2.0485 0.3469 -1.0590  0.29
H4 0.9426 1.5934 -0.4351  0.27

Computed properties:
**Strongest force on any atom**: 0.1000 hartree/bohr
**Charge**: +1
**E_HOMO (spin up / spin down)**: -0.5474 / -0.5474 Eh
**Energy above the lowest of the compared OMol25 structures with the same formula, charge and spin**: 106.3 kcal/mol
**Spin multiplicity**: 1

***

For each record above, in turn, the calculated DFT total energy values are -50968.1320 -64426.9523 -26545.7793 -19246.4301 -23597.7870 -11499.5089 -6726.1825 -6723.7320 eV.